The following is a quantum chemistry calculation of a single C4H12N2 molecule at a distorted geometry, from the OMol25 dataset.

Positions of all 18 atoms, in Å:
C: 1.842 0.502 0.324
C: 0.643 -0.492 0.254
C: 0.498 -1.584 1.323
N: -0.654 0.271 0.088
C: -0.958 0.688 -1.273
N: -2.405 0.921 -1.404
H: 2.417 0.276 1.221
H: 1.455 1.507 0.349
H: 2.576 0.305 -0.470
H: 0.709 -1.008 -0.708
H: 1.285 -1.717 2.069
H: 0.395 -2.519 0.770
H: -0.467 -1.363 1.796
H: -0.801 0.845 0.904
H: -0.673 -0.157 -1.950
H: -0.432 1.567 -1.659
H: -2.898 0.224 -0.834
H: -2.532 1.736 -0.801

For the total energy, the calculation gives -269.07608 hartree. As for the energy relative to the best compared isomer or geometry (same formula, charge and spin): 1.096 eV. The gap between HOMO and LUMO is 9.7 eV. The value obtained for the HOMO energy is -0.31628 Ha. The SMILES is CC(C)NCN.

The following is a quantum chemistry calculation of 2 unconnected molecules or ions with the total composition C4H12N2 at a distorted geometry, from the OMol25 dataset.

Positions of all 18 atoms, in Å:
C: 1.949 -0.266 -0.623
N: 0.879 -0.731 -1.098
C: 0.596 -0.687 -2.497
H: 2.265 -0.550 0.378
H: 2.457 0.591 -1.088
H: 1.107 0.129 -3.039
H: 0.943 -1.605 -2.968
H: -0.468 -0.559 -2.687
C: -0.967 1.485 0.639
N: -0.624 0.227 1.231
C: -1.521 -0.256 2.257
H: -0.487 2.364 1.093
H: -2.051 1.626 0.612
H: -0.596 1.597 -0.388
H: -0.167 -0.452 0.642
H: -2.390 -0.771 1.819
H: -1.001 -1.042 2.806
H: -1.812 0.528 2.949

For the total energy, the calculation gives -269.03891 hartree. As for the energy relative to the best compared isomer or geometry (same formula, charge and spin): 2.107 eV. The gap between HOMO and LUMO is 8.8 eV. The value obtained for the HOMO energy is -0.28734 Ha. The SMILES is C=NC.CNC.

The following is a quantum chemistry calculation of a single C4H12N2 molecule at a distorted geometry, from the OMol25 dataset.

Positions of all 18 atoms, in Å:
C: 1.743 0.020 -1.098
C: 0.656 -0.540 -0.178
N: 1.180 -1.237 1.027
C: -0.181 0.687 0.358
C: -1.667 0.421 0.567
N: -2.387 0.091 -0.656
H: 1.560 0.171 -2.159
H: 2.300 0.872 -0.732
H: 2.562 -0.775 -0.993
H: -0.064 -1.138 -0.737
H: 1.159 -0.546 1.782
H: 2.213 -1.292 0.893
H: -0.116 1.535 -0.308
H: 0.338 1.093 1.237
H: -1.658 -0.288 1.401
H: -2.096 1.277 1.131
H: -2.226 -0.923 -0.799
H: -3.316 0.572 -0.735

For the total energy, the calculation gives -269.06882 hartree. As for the energy relative to the best compared isomer or geometry (same formula, charge and spin): 1.293 eV. The gap between HOMO and LUMO is 10.2 eV. The value obtained for the HOMO energy is -0.33328 Ha. The SMILES is C[C@@H](N)CCN.

The following is a quantum chemistry calculation of a molecular structure, C4H12N2 at a distorted geometry, from the OMol25 dataset.

Positions of all 18 atoms, in Å:
N: 1.668 0.202 -1.234
C: 1.281 0.246 0.171
C: 1.136 -1.179 0.700
C: -0.143 0.914 0.288
N: -1.087 0.238 -0.704
C: -2.261 -0.168 0.045
H: 2.109 1.033 -1.594
H: 0.895 -0.092 -1.816
H: 1.964 0.773 0.839
H: 0.202 -1.548 0.268
H: 1.014 -1.202 1.780
H: 1.927 -1.850 0.390
H: -0.048 2.009 0.196
H: -0.502 0.642 1.285
H: -0.392 0.927 -1.093
H: -3.009 0.629 -0.048
H: -2.742 -0.986 -0.500
H: -2.011 -0.588 1.028

For the total energy, the calculation gives -268.97095 hartree. As for the energy relative to the best compared isomer or geometry (same formula, charge and spin): 3.957 eV. The gap between HOMO and LUMO is 9.4 eV. The value obtained for the HOMO energy is -0.30270 Ha.